# C6H10S

A molecular structure, C6H10S (ωB97M-V/def2-TZVPD, the Open Molecules 2025 dataset).

The HOMO-LUMO gap is 0.30466 hartree. Its total energy is -632.64662 hartree. Its highest occupied orbital energy is -0.319 hartree. The calculation puts the LUMO energy at -0.385 eV.

The geometry in ORCA input format:
```
! wB97M-V def2-TZVPD RIJCOSX def2/J DEFGRID3
* xyz 0 1
C -1.620 1.633 1.250
C -0.915 0.707 0.942
C 0.867 0.787 -1.615
C -0.830 -1.408 -0.246
C 1.260 0.153 -0.281
C -0.081 -0.290 0.344
S 0.673 -1.211 2.451
H -2.364 2.310 1.470
H 0.762 0.045 -2.394
H 0.124 1.492 -1.648
H 1.756 1.196 -1.973
H -0.139 -2.152 -0.329
H -1.620 -1.512 0.511
H -1.170 -1.266 -1.334
H 1.860 -0.679 -0.251
H 1.917 0.868 0.212
H -0.480 -0.674 2.890
*
```

---

# C46H43F15Ge2O3PPtS3Si

A molecular structure, C46H43F15Ge2O3PPtS3Si (ωB97M-V/def2-TZVPD, the Open Molecules 2025 dataset).

The HOMO-LUMO gap is 0.26282 hartree. Its total energy is -9601.17085 hartree. Its highest occupied orbital energy is -0.195 hartree. The calculation puts the LUMO energy at 1.852 eV.

The geometry in ORCA input format:
```
! wB97M-V def2-TZVPD RIJCOSX def2/J DEFGRID3
* xyz -1 1
Pt -0.858 0.111 -0.167
C 1.969 2.378 3.362
C 1.167 1.146 3.015
O -0.153 1.579 2.627
P -1.436 0.633 2.906
S -1.069 -1.092 1.944
S -3.080 1.550 2.476
O -1.280 0.291 4.474
C -1.909 1.074 5.495
C -0.947 2.112 6.033
H 2.990 2.096 3.628
H 1.526 2.908 4.207
H 2.012 3.060 2.511
H 1.096 0.459 3.860
H 1.603 0.599 2.176
H -2.215 0.365 6.265
H -2.802 1.546 5.083
H -0.015 1.648 6.358
H -1.392 2.630 6.885
H -0.726 2.854 5.263
F 1.463 -2.898 -3.060
C 2.745 -3.233 -2.855
C 3.176 -3.558 -1.581
C 4.524 -3.822 -1.449
F 5.066 -4.115 -0.254
C 5.399 -3.800 -2.524
F 6.699 -4.068 -2.356
C 4.920 -3.497 -3.783
F 5.750 -3.476 -4.829
C 3.577 -3.209 -3.956
F 3.113 -2.904 -5.170
Ge 1.875 -3.370 -0.098
S 1.571 -1.292 0.011
C 2.669 -4.301 1.465
C 2.987 -3.703 2.672
F 2.828 -2.394 2.874
C 3.489 -4.424 3.745
F 3.789 -3.814 4.896
C 3.684 -5.786 3.627
F 4.163 -6.488 4.657
C 3.390 -6.419 2.433
F 3.592 -7.735 2.306
C 2.898 -5.663 1.387
F 2.670 -6.316 0.230
C 0.329 -4.566 -0.469
C 0.113 -5.310 -1.616
F 1.039 -5.399 -2.583
C -1.040 -6.046 -1.829
F -1.206 -6.748 -2.955
C -2.022 -6.073 -0.856
F -3.139 -6.777 -1.050
C -1.822 -5.396 0.332
F -2.739 -5.456 1.299
C -0.652 -4.675 0.500
F -0.482 -4.096 1.694
C 2.782 0.499 -2.898
Si 0.971 0.835 -3.188
C 0.930 2.571 -3.895
C 0.378 -0.220 -4.619
O 0.046 0.680 -1.804
H 3.290 0.437 -3.865
H 2.964 -0.416 -2.335
H 3.226 1.319 -2.327
H 1.329 2.508 -4.913
H 1.545 3.276 -3.333
H -0.067 3.008 -3.963
H 1.175 -0.222 -5.368
H -0.511 0.229 -5.073
H 0.143 -1.256 -4.388
C -4.062 -2.526 -1.237
C -2.701 -1.833 -1.362
C -2.335 -1.621 -2.818
C -2.750 -0.541 -0.568
H -4.072 -3.454 -1.816
H -4.858 -1.883 -1.623
H -4.299 -2.767 -0.200
H -1.954 -2.491 -0.899
H -3.109 -1.034 -3.324
H -2.236 -2.572 -3.348
H -1.397 -1.081 -2.903
H -3.159 -0.699 0.427
H -3.334 0.228 -1.078
C -2.318 2.202 -2.721
Ge -1.442 2.371 -0.977
C 0.185 3.442 -0.944
C 1.411 2.981 -0.467
C 2.523 3.810 -0.455
C 2.425 5.113 -0.927
C 1.209 5.585 -1.399
C 0.094 4.756 -1.395
C -2.750 3.532 -0.021
C -4.016 3.592 -0.546
C -5.032 4.407 0.010
C -4.769 5.166 1.106
C -3.482 5.142 1.702
C -3.217 5.910 2.863
C -1.991 5.878 3.459
C -0.975 5.064 2.914
C -1.211 4.314 1.799
C -2.469 4.327 1.145
H -2.589 3.196 -3.082
H -3.227 1.607 -2.644
H -1.666 1.716 -3.439
H 1.508 1.958 -0.121
H 3.470 3.435 -0.084
H 3.296 5.757 -0.927
H 1.126 6.601 -1.765
H -0.856 5.146 -1.747
H -4.276 3.001 -1.413
H -6.016 4.418 -0.443
H -5.536 5.794 1.545
H -4.015 6.521 3.271
H -1.799 6.464 4.350
H -0.001 5.025 3.387
H -0.426 3.675 1.431
*
```

---

# C4H7N2O2S

A gas-phase ion, C4H7N2O2S (charge +1) (ωB97M-V/def2-TZVPD, the Open Molecules 2025 dataset).

The HOMO-LUMO gap (alpha / beta) is 0.29974 / 0.29976 hartree. Its total energy is -814.39666 hartree. Its highest occupied orbital energy (alpha / beta) is -0.511 / -0.511 hartree. The calculation puts the LUMO energy (alpha / beta) at -5.760 / -5.759 eV.

The geometry in ORCA input format:
```
! wB97M-V def2-TZVPD RIJCOSX def2/J DEFGRID3
* xyz 1 1
C 1.957 -0.405 -0.008
C 3.394 -0.183 0.023
C 0.090 1.276 0.131
C -0.382 -2.138 0.188
N 2.279 1.721 -0.134
N 1.337 0.770 0.165
O 4.303 -0.943 0.130
O 3.504 1.187 0.031
S 1.401 -2.106 -0.145
H -0.141 1.667 -0.777
H 0.122 2.172 0.909
H -0.611 0.466 0.419
H -0.662 -2.448 1.248
H -0.679 -2.924 -0.394
H -0.914 -1.278 -0.186
H 2.251 2.645 0.382
*
```

---

# C46H52N6O5W

A molecular structure, C46H52N6O5W (ωB97M-V/def2-TZVPD, the Open Molecules 2025 dataset).

The HOMO-LUMO gap (alpha / beta) is 0.21437 / 0.18416 hartree. Its total energy is -2555.75449 hartree. Its highest occupied orbital energy (alpha / beta) is -0.212 / -0.238 hartree. The calculation puts the LUMO energy (alpha / beta) at 0.052 / -1.473 eV.

The geometry in ORCA input format:
```
! wB97M-V def2-TZVPD RIJCOSX def2/J DEFGRID3
* xyz 0 3
W 5.925 -18.727 0.812
C 8.441 -15.380 -2.385
C 7.070 -16.089 -2.646
C 6.335 -16.227 -1.315
C 5.304 -15.429 -0.960
C 4.799 -14.164 -1.616
C 3.681 -14.408 -2.645
C 4.595 -15.938 0.285
C 4.732 -15.503 1.560
C 4.717 -16.442 2.616
C 4.390 -16.123 3.977
C 4.013 -14.797 4.543
C 2.508 -14.518 4.328
C 4.426 -17.355 4.679
C 4.678 -18.343 3.697
C 4.364 -19.758 3.763
C 4.002 -20.464 2.662
N 4.268 -20.064 1.300
C 3.670 -20.979 0.459
C 3.925 -21.238 -0.824
C 5.015 -20.702 -1.546
N 5.569 -19.535 -1.053
C 6.790 -19.385 -1.620
C 7.611 -18.513 -0.728
C 6.863 -17.284 -0.428
N 4.153 -17.306 0.129
C 6.989 -20.337 -2.613
C 5.872 -21.170 -2.613
C 5.648 -22.529 -3.325
C 5.849 -22.593 -4.826
C 8.199 -20.413 -3.559
C 9.260 -21.487 -3.199
C 2.904 -21.962 1.302
C 3.169 -21.674 2.589
C 2.717 -22.401 3.795
C 3.917 -22.961 4.604
C 1.910 -22.935 0.735
C 0.561 -22.206 0.551
N 4.937 -17.748 2.469
C 4.066 -17.659 6.099
C 5.290 -18.207 6.915
H 9.022 -15.116 -3.248
H 9.066 -15.916 -1.680
H 8.207 -14.439 -1.855
H 7.238 -17.076 -3.037
H 6.534 -15.526 -3.426
H 5.641 -13.660 -2.085
H 4.400 -13.474 -0.865
H 3.952 -15.019 -3.516
H 3.317 -13.439 -2.980
H 2.887 -14.953 -2.160
H 5.126 -14.491 1.565
H 4.496 -13.976 4.007
H 4.319 -14.769 5.605
H 2.248 -14.738 3.274
H 2.335 -13.481 4.554
H 1.927 -15.141 5.002
H 4.176 -20.066 4.775
H 3.300 -21.908 -1.405
H 8.664 -18.659 -0.635
H 4.692 -22.856 -2.939
H 6.357 -23.224 -2.896
H 5.191 -21.892 -5.354
H 5.497 -23.526 -5.192
H 6.856 -22.427 -5.110
H 8.733 -19.467 -3.439
H 7.888 -20.643 -4.586
H 9.641 -21.332 -2.154
H 10.132 -21.355 -3.893
H 8.924 -22.531 -3.234
H 2.001 -23.172 3.577
H 2.179 -21.669 4.417
H 4.282 -23.914 4.256
H 3.655 -23.148 5.645
H 4.752 -22.269 4.549
H 1.719 -23.684 1.469
H 2.205 -23.349 -0.199
H 0.216 -21.619 1.375
H -0.175 -22.977 0.317
H 0.554 -21.533 -0.326
H 3.281 -18.393 6.119
H 3.721 -16.734 6.573
H 5.790 -19.057 6.420
H 5.063 -18.455 7.938
H 6.032 -17.404 6.915
O 9.678 -19.300 5.687
C 9.015 -19.120 4.500
C 8.828 -17.882 3.944
C 8.121 -17.800 2.738
N 7.461 -18.930 2.278
C 7.816 -20.137 2.724
C 8.636 -20.301 3.830
C 7.294 -21.248 1.833
O 7.572 -22.426 2.003
O 6.614 -20.751 0.824
C 7.943 -16.624 2.004
O 8.346 -15.488 2.086
O 6.880 -16.949 0.957
H 9.800 -18.431 6.071
H 9.208 -16.984 4.330
H 8.835 -21.283 4.214
C 1.860 -19.322 -3.508
C 2.986 -18.262 -3.482
C 3.386 -17.848 -2.120
N 3.738 -17.555 -1.077
H 1.703 -19.638 -4.550
H 0.919 -18.912 -3.106
H 2.208 -20.126 -2.874
H 2.725 -17.363 -3.999
H 3.921 -18.652 -3.903
*
```

---

# C4H4BrIN2

A single C4H4BrIN2 molecule (ωB97M-V/def2-TZVPD, the Open Molecules 2025 dataset).

The HOMO-LUMO gap is 0.34517 hartree. Its total energy is -3135.99969 hartree. As for the SMILES: Cc1[nH]nc(I)c1Br. Its highest occupied orbital energy is -0.328 hartree. The calculation puts the LUMO energy at 0.465 eV.

The geometry in ORCA input format:
```
! wB97M-V def2-TZVPD RIJCOSX def2/J DEFGRID3
* xyz 0 1
C -1.584 0.717 0.192
C -0.379 -0.033 -0.121
N -0.209 -1.385 0.002
N 1.090 -1.707 -0.166
C 1.791 -0.627 -0.106
I 3.895 -0.485 -0.014
C 0.858 0.579 -0.154
Br 1.396 2.339 -0.235
H -2.147 0.261 0.975
H -1.356 1.781 0.403
H -2.441 0.636 -0.639
H -0.914 -2.076 -0.137
*
```

---

# C30H71N9O8

9 unconnected molecules or ions with the total composition C30H71N9O8 (ωB97M-V/def2-TZVPD, the Open Molecules 2025 dataset).

The HOMO-LUMO gap is 0.33137 hartree. Its total energy is -2280.33863 hartree. As for the SMILES: CCN(CC)CC.CN(C)C=O.CN(C)C=O.CN(C)C=O.CN(C)C=O.CN(C)C=O.CN(C)C=O.CN(C)C=O.CN(C)C=O. Its highest occupied orbital energy is -0.325 hartree. The calculation puts the LUMO energy at 0.165 eV.

The geometry in ORCA input format:
```
! wB97M-V def2-TZVPD RIJCOSX def2/J DEFGRID3
* xyz 0 1
C 2.303 -3.172 -2.790
C 3.402 -4.022 -3.413
N 3.074 -5.422 -3.528
C 2.493 -6.021 -2.315
C 1.716 -7.305 -2.659
C 4.245 -6.197 -3.895
C 4.836 -5.795 -5.241
H 2.343 -3.217 -1.698
H 1.315 -3.455 -3.167
H 2.272 -2.103 -3.024
H 3.474 -3.616 -4.427
H 4.366 -3.818 -2.923
H 3.214 -6.192 -1.502
H 1.783 -5.296 -1.917
H 2.167 -8.160 -2.148
H 0.659 -7.281 -2.403
H 1.797 -7.504 -3.726
H 4.094 -7.275 -3.809
H 5.067 -6.147 -3.142
H 4.013 -5.617 -5.943
H 5.379 -6.634 -5.681
H 5.440 -4.891 -5.247
C -1.971 0.860 0.059
N -0.769 0.155 -0.312
C 0.346 0.253 0.608
C -0.606 -0.364 -1.548
O -1.436 -0.426 -2.423
H -2.357 0.564 1.027
H -2.786 0.848 -0.655
H -1.687 1.913 0.168
H 0.516 1.291 0.912
H 0.092 -0.310 1.513
H 1.309 -0.087 0.234
H 0.405 -0.787 -1.688
C -4.910 1.647 1.286
N -6.225 1.293 0.833
C -7.142 0.730 1.799
C -6.395 1.082 -0.502
O -7.294 0.477 -1.000
H -4.359 2.221 0.537
H -4.311 0.761 1.490
H -4.918 2.322 2.144
H -6.645 0.037 2.479
H -7.503 1.578 2.395
H -8.035 0.291 1.371
H -5.646 1.668 -1.065
C 2.201 2.994 3.407
N 3.421 3.764 3.502
C 3.275 5.102 4.004
C 4.584 3.182 3.120
O 5.671 3.735 3.164
H 1.308 3.570 3.146
H 1.866 2.602 4.384
H 2.255 2.155 2.719
H 2.723 5.760 3.332
H 2.866 5.056 5.012
H 4.250 5.591 4.055
H 4.508 2.166 2.710
C -0.763 -3.532 1.827
N -0.289 -4.896 1.671
C -0.224 -5.441 0.343
C 0.434 -5.424 2.694
O 1.049 -6.456 2.624
H 0.055 -2.801 1.721
H -1.105 -3.327 2.840
H -1.489 -3.329 1.044
H -1.211 -5.427 -0.117
H 0.434 -4.836 -0.298
H 0.258 -6.413 0.346
H 0.379 -4.814 3.607
C 5.153 -0.795 -3.133
N 4.564 0.513 -2.848
C 5.204 1.671 -3.412
C 3.576 0.614 -1.924
O 3.312 1.646 -1.345
H 5.065 -0.898 -4.220
H 4.641 -1.596 -2.607
H 6.197 -0.861 -2.815
H 5.174 1.649 -4.500
H 4.717 2.558 -3.004
H 6.222 1.801 -3.026
H 3.069 -0.344 -1.749
C -3.828 1.127 -4.697
N -3.925 2.327 -3.862
C -5.120 3.106 -4.062
C -3.014 2.590 -2.904
O -3.191 3.478 -2.060
H -2.954 0.542 -4.429
H -3.852 1.427 -5.747
H -4.749 0.561 -4.539
H -5.074 3.718 -4.963
H -6.008 2.468 -4.150
H -5.359 3.671 -3.162
H -2.108 1.971 -2.903
C -0.132 -0.053 6.160
N -0.947 0.766 5.283
C -1.418 2.054 5.794
C -1.041 0.466 3.986
O -1.636 1.112 3.152
H -0.440 0.042 7.199
H 0.930 0.249 6.197
H -0.073 -1.088 5.822
H -0.912 2.869 5.277
H -2.478 2.166 5.526
H -1.388 2.139 6.873
H -0.635 -0.541 3.795
C -2.467 4.996 0.827
N -1.664 5.648 1.870
C -1.639 7.081 1.861
C -1.032 4.938 2.813
O -0.318 5.428 3.684
H -2.818 4.034 1.193
H -1.866 4.860 -0.072
H -3.311 5.648 0.619
H -1.140 7.487 2.741
H -0.959 7.433 1.069
H -2.590 7.582 1.699
H -1.317 3.879 2.770
*
```

---

# C6H11NO

A molecular structure, C6H11NO (ωB97M-V/def2-TZVPD, the Open Molecules 2025 dataset).

The HOMO-LUMO gap is 0.35380 hartree. Its total energy is -365.13863 hartree. Its highest occupied orbital energy is -0.322 hartree. The calculation puts the LUMO energy at 0.867 eV.

The geometry in ORCA input format:
```
! wB97M-V def2-TZVPD RIJCOSX def2/J DEFGRID3
* xyz 0 1
C -2.345 -0.641 0.270
C -1.345 0.407 -0.363
C 0.360 -1.451 -0.243
C 1.760 -0.932 0.024
C 1.079 0.436 0.323
C 1.769 1.715 -0.074
H -3.353 -0.199 0.231
H -2.403 -1.603 -0.321
H -2.093 -0.855 1.358
H -1.635 0.802 -1.415
H -1.330 1.361 0.297
H 0.272 -2.035 -1.181
H -0.082 -2.047 0.601
H 0.751 0.539 1.398
H 2.202 1.696 -1.047
H 2.608 1.977 0.636
H 0.934 2.444 -0.027
N 0.024 -0.115 -0.445
O 2.829 -1.498 -0.022
*
```

---

# H16O8

8 unconnected molecules or ions with the total composition H16O8 (ωB97M-V/def2-TZVPD, the Open Molecules 2025 dataset).

The HOMO-LUMO gap is 0.39324 hartree. Its total energy is -611.47372 hartree. As for the SMILES: O.O.O.O.O.O.O.O. Its highest occupied orbital energy is -0.406 hartree. The calculation puts the LUMO energy at -0.347 eV.

The geometry in ORCA input format:
```
! wB97M-V def2-TZVPD RIJCOSX def2/J DEFGRID3
* xyz 0 1
O 1.025 -0.207 0.430
H 0.258 0.373 0.361
H 0.679 -1.004 0.848
O -3.901 2.063 2.990
H -4.411 2.133 2.175
H -3.261 1.366 2.807
O -3.584 -0.510 0.110
H -3.239 0.253 -0.366
H -3.030 -0.567 0.896
O -1.071 3.305 0.680
H -1.944 3.631 0.437
H -1.163 3.057 1.607
O 3.882 0.899 2.183
H 3.914 -0.064 2.205
H 4.765 1.169 2.459
O 1.816 -5.329 0.541
H 1.064 -5.011 1.054
H 1.741 -4.861 -0.299
O -0.213 0.037 -3.735
H 0.021 -0.491 -2.964
H -0.097 -0.567 -4.477
O 2.446 -0.234 -3.325
H 2.595 0.517 -2.739
H 1.706 0.043 -3.877
*
```